Computed, not measured: C4H4O2 in the gas phase, with ωB97M-V/def2-TZVPD.

Geometry as XYZ:
```
10
C4H4O2 (ωB97M-V/def2-TZVPD)
O -0.434 1.673 -0.149
C -0.190 0.369 -0.144
C -1.383 -0.496 -0.130
O -2.490 0.011 -0.175
C 1.101 -0.169 -0.056
C 2.331 -0.340 -0.372
H -1.408 1.756 -0.065
H 0.537 -0.542 0.946
H -1.215 -1.585 -0.108
H 3.150 -0.676 0.252
```

Properties
maximum force	0.5	eV/Å
charge	0
frontier orbital gap (spin up / spin down)	6.98 / 7.66	eV